Entry a
Entry from the OMol25 dataset: a cluster of 3 separate species, C6H11NO2 in total (the ωB97M-V functional and the def2-TZVPD basis).

Each line ends with the Löwdin charge.
Atoms and positions in Å:
O 1.52768 2.45729 -0.27468  0.064
O 0.37124 -1.14470 -1.06058  -0.148
N 1.21924 -0.34888 -1.88385  0.057
C 1.58890 0.44990 1.63224  -0.135
C -0.93800 -0.74590 -0.91287  -0.435
C 1.78035 2.41051 0.85747  -0.070
C 0.48262 0.40739 2.35762  -0.066
C -1.67970 -1.80028 -0.15315  -0.029
C -1.47468 0.36790 -1.40686  0.048
H -0.92489 1.08462 -1.99672  0.047
H 0.15475 1.25977 2.95205  0.058
H 0.78316 -0.30203 -2.80483  0.088
H 1.21714 0.59205 -1.48828  0.040
H -2.51516 0.58226 -1.22384  0.057
H 2.18014 1.77729 1.85906  0.078
H -1.64490 -2.74915 -0.69152  0.088
H -2.71687 -1.50896 -0.00178  0.082
H -1.20976 -1.95916 0.81927  0.071
H 1.93893 -0.35062 0.98958  0.062
H -0.14020 -0.47930 2.43166  0.044



Entry b
Entry from the OMol25 dataset: a cluster of 2 separate species, C6H11NO2 in total (the ωB97M-V functional and the def2-TZVPD basis).

Each line ends with the Löwdin charge.
Atoms and positions in Å:
O 1.60699 -1.27677 0.81506  0.059
O 3.06708 0.24603 0.03452  -0.070
N 2.32066 0.41882 -1.16453  0.086
C -1.43804 0.59698 0.29623  -0.379
C -1.04867 0.27704 -1.07078  -0.173
C -0.77324 -0.93834 -1.53505  0.003
C -1.60027 -0.53001 1.26935  -0.064
C -1.62981 1.86694 0.65139  0.059
C 2.58200 -0.59181 0.93143  -0.361
H 1.43873 -0.09618 -1.05483  0.034
H -0.65943 -1.06766 1.37438  0.057
H -1.50506 2.67739 -0.04724  0.059
H -2.35442 -1.23108 0.91498  0.085
H 2.86704 -0.00395 -1.91249  0.094
H -1.90112 -0.15511 2.24397  0.077
H 3.23172 -0.54994 1.81891  0.148
H -0.49321 -1.09372 -2.56455  0.059
H -0.81849 -1.81803 -0.91695  0.061
H -1.91417 2.14093 1.65318  0.059
H -0.97830 1.12846 -1.73697  0.106



What should be chosen as the least stable of them? Choose entry a.



Entry a
Entry from the OMol25 dataset: a cluster of 2 separate species, C3H5ClO in total (the ωB97M-V functional and the def2-TZVPD basis).

Each line ends with the Löwdin charge.
Atoms and positions in Å:
Cl -2.28296 0.27595 -0.21210  0.759
O -0.62792 -2.03057 -0.18004  -0.231
C -0.65115 -0.08475 -0.16161  -0.751
C 0.43627 0.63189 -0.76131  -0.151
C 0.38851 0.49232 0.74088  -0.117
H 0.24569 1.61267 -1.10163  0.094
H 0.07699 1.41866 1.11942  0.082
H 1.16218 -0.08673 1.26126  0.118
H -0.01558 -2.34474 0.59564  0.061
H 1.26798 0.11530 -1.30051  0.136



Entry b
Entry from the OMol25 dataset: an isolated molecule of C3H5ClO (the ωB97M-V functional and the def2-TZVPD basis).

Each line ends with the Löwdin charge.
Atoms and positions in Å:
Cl 1.89697 -0.22862 0.00823  0.437
O -2.18177 0.37480 -0.21702  -0.070
C -1.38521 -0.94800 -0.11983  -0.102
C 0.35651 0.90234 -0.14940  -0.354
C -0.90116 0.21113 0.50008  -0.391
H -0.94749 -1.47409 -1.12731  0.182
H 0.54772 1.87026 0.23113  0.064
H 0.19440 0.86448 -1.11773  0.004
H -1.07670 0.02097 1.51600  0.121
H -1.93320 -1.38640 0.70910  0.110



What should be chosen as the least stable of them? Choose entry a.